(1)
18
Properties=species:S:1:pos:R:3:forces:R:3 method="wB97M-V/def2-TZVPD" gap_ha=0.3130 relative_energy_kj_mol=186.29 multiplicity=1 smiles="CC(C)(C)P=O.C#N" fmax_ev_per_a=4.43 e_lumo_ev=-0.35
C -4.26167 -0.95114 0.46346 -0.093 -0.337 0.207
C 0.02434 -0.94688 0.39409 1.035 -2.403 -0.455
C 1.71288 0.94052 1.06961 -1.703 2.274 -1.023
C 1.58028 0.15496 -1.29365 -4.096 -1.648 -0.380
C 0.74640 0.34208 0.05332 0.866 0.882 -2.608
N -3.94165 -0.81758 1.54391 0.518 0.439 1.180
O -0.99808 1.65138 -1.72984 0.070 -0.138 -0.155
P -0.77334 1.48348 -0.28220 0.687 -0.201 0.650
H -4.61271 -1.25055 -0.46214 -0.391 -0.093 -1.411
H 0.58933 -1.61129 1.12289 -0.286 0.875 -0.747
H -0.95478 -0.85781 0.88076 -0.144 0.136 -0.405
H 0.00900 -1.56566 -0.59111 -0.676 0.939 1.793
H 2.32829 1.72648 0.47570 -0.732 -1.344 1.639
H 1.07438 1.42430 1.83933 0.779 0.081 -0.007
H 2.24883 0.15885 1.52870 1.168 -0.694 0.492
H 2.43733 0.69131 -1.42976 2.058 1.988 0.061
H 1.88144 -0.86869 -1.38573 0.263 -0.856 0.187
H 0.90973 0.29623 -2.19736 0.676 0.101 0.981

(2)
19
Properties=species:S:1:pos:R:3:forces:R:3 method="wB97M-V/def2-TZVPD" gap_ha="0.2086 / 0.2081" total_charge=+1 relative_energy_kj_mol=141.79 multiplicity=1 fmax_ev_per_a=5.09 e_lumo_ev="-6.10 / -6.10"
C 2.38824 0.20924 -0.05456 -2.664 -3.104 0.524
C 3.69043 0.73653 0.10038 0.971 -1.461 -0.533
C -1.69243 -0.25488 0.00073 -0.798 -2.385 -2.063
C -2.37035 0.82628 -0.72467 -0.826 2.346 -1.501
C -1.87568 -0.32249 1.45657 1.117 -0.529 0.417
N -1.19376 -1.19633 -0.79851 -2.949 3.529 2.172
O 4.72245 0.05387 -0.19892 0.711 3.841 1.364
S 2.20846 -1.50860 -0.06393 1.407 0.607 -0.505
S 1.00312 1.06893 0.16549 0.285 2.123 0.021
H 3.81712 1.68811 0.55675 0.533 0.848 0.182
H -2.83579 0.47020 -1.75086 1.005 0.741 2.106
H -1.47136 1.55853 -0.98812 -1.998 -1.159 0.438
H -3.18924 1.40594 -0.11030 1.821 -1.223 -1.192
H -1.45879 0.66396 1.74843 -0.450 -0.608 0.730
H -1.37387 -1.20363 1.94438 -0.290 1.129 -0.469
H -2.97232 -0.39009 1.65860 0.782 0.320 -0.217
H -1.40819 -1.18606 -1.73605 -0.585 0.727 -2.553
H -0.53188 -1.83600 -0.63866 3.049 -3.060 2.031
H 4.54384 -0.78349 -0.56673 -1.122 -2.682 -0.951

(3)
17
Properties=species:S:1:pos:R:3:forces:R:3 method="wB97M-V/def2-TZVPD" gap_ha="0.2153 / 0.2134" total_charge=+1 relative_energy_kj_mol=505.89 multiplicity=1 fmax_ev_per_a=3.06 e_lumo_ev="-7.02 / -7.03"
C 1.06305 0.46318 -0.38680 0.959 0.652 -0.494
C 2.01028 0.93015 0.43395 -0.476 0.003 0.387
C -0.83779 0.45322 1.18104 2.555 0.949 1.396
C -1.20929 0.29855 -1.12572 -0.941 0.484 -0.823
C -0.16517 -1.54157 0.05572 -0.002 -1.176 0.134
N -0.28218 -0.06400 -0.01532 0.300 -0.298 0.216
S 2.04786 1.22343 2.10390 -2.171 -0.599 -0.579
H 1.27196 0.33927 -1.43788 -0.247 0.013 -0.118
H 2.95316 1.16987 -0.05020 0.093 -0.209 -0.233
H -1.04393 1.50426 1.24743 -0.197 0.235 -0.283
H -1.07414 -0.21119 1.98742 -0.220 -0.338 0.047
H -2.20070 -0.10311 -0.92225 0.108 -0.092 0.072
H -1.27869 1.38276 -1.21577 0.144 -0.077 0.131
H -0.84548 -0.11006 -2.06582 0.153 -0.069 0.129
H 0.67230 -1.81899 0.69175 -0.020 0.218 0.060
H -1.08065 -1.97098 0.46023 -0.096 0.121 -0.061
H -0.00060 -1.94479 -0.94168 0.058 0.181 0.021

(4)
21
Properties=species:S:1:pos:R:3:forces:R:3 method="wB97M-V/def2-TZVPD" gap_ha="0.1937 / 0.2653" relative_energy_kj_mol=0.00 multiplicity=2 fmax_ev_per_a=1.88 e_lumo_ev="-1.14 / -1.14"
C 1.75829 -0.18160 -1.53495 -0.316 -0.916 0.291
C 2.47610 -0.15137 -0.23136 0.277 0.223 0.188
O 2.16961 -1.33828 0.49155 -0.457 -0.061 -0.697
C 2.83452 -1.56217 1.63583 1.196 -0.508 1.361
O 2.56945 -2.63398 2.23451 -0.174 -0.229 0.263
O 3.70028 -0.74578 2.03886 0.105 0.363 0.082
O 1.53580 1.04955 -2.04715 -0.724 0.724 -1.093
Na 4.20510 -2.29658 4.19331 -0.760 0.363 -1.389
H -1.79318 -0.06481 -0.60041 -0.708 0.005 0.293
H 2.18163 0.72659 0.37159 0.079 -0.134 -0.292
H 3.56079 -0.07752 -0.40381 -0.139 -0.019 0.239
H 0.97188 1.02476 -2.85234 0.668 -0.190 0.905
H 1.10669 -1.01789 -1.81045 0.227 0.381 0.138
C -2.85698 -0.14759 -0.27875 0.567 -0.223 -0.127
C -3.58046 1.17211 -0.40929 -0.146 0.333 -0.044
O -3.04747 2.08131 0.55418 0.125 -0.123 0.014
H -3.34191 -0.90191 -0.91197 0.107 0.141 0.130
H -2.87671 -0.50391 0.76131 -0.003 0.137 -0.308
H -4.65941 1.04204 -0.23198 0.171 -0.057 -0.066
H -3.45235 1.58407 -1.42451 -0.051 -0.145 0.190
H -3.46168 2.94297 0.45582 -0.043 -0.065 -0.078

(5)
16
Properties=species:S:1:pos:R:3:forces:R:3 method="wB97M-V/def2-TZVPD" gap_ha=0.3975 relative_energy_kj_mol=137.18 multiplicity=1 smiles=CCOC1CC1 fmax_ev_per_a=0.27 e_lumo_ev=1.23
C -2.59346 0.08685 0.20112 -0.015 0.006 -0.005
C -1.14914 -0.17610 0.57978 -0.173 -0.095 0.189
O -0.31571 0.42758 -0.39199 0.018 0.005 -0.069
C 1.01055 0.51362 0.01529 0.194 0.097 0.095
C 1.88537 -0.70672 -0.02923 0.018 -0.189 0.082
C 2.04667 0.39694 -1.04709 0.064 0.133 -0.124
H -3.26977 -0.39666 0.91389 0.101 0.058 -0.106
H -2.80637 -0.29845 -0.80064 0.038 0.029 0.138
H -2.79531 1.16227 0.20413 0.021 -0.146 -0.007
H -0.93339 0.24402 1.57510 -0.013 -0.027 -0.137
H -0.94290 -1.25672 0.63157 -0.018 0.150 -0.011
H 1.18091 1.22419 0.82786 -0.028 -0.116 -0.130
H 2.64648 -0.82581 0.73694 -0.137 0.021 -0.127
H 1.43179 -1.63205 -0.37263 0.046 0.158 0.038
H 2.92129 1.03859 -0.99355 -0.151 -0.110 0.008
H 1.68298 0.19844 -2.05055 0.034 0.028 0.165

(6)
16
Properties=species:S:1:pos:R:3:forces:R:3 method="wB97M-V/def2-TZVPD" gap_ha=0.3366 relative_energy_kj_mol=188.82 multiplicity=1 smiles="CC1=COCC1.[H][H]" fmax_ev_per_a=0.47 e_lumo_ev=1.09
C 2.06258 -0.09814 -0.12989 0.075 0.019 0.016
C 0.57568 -0.21628 -0.02303 -0.118 -0.380 0.153
C -0.40241 0.00318 -1.15960 -0.014 -0.022 -0.041
C -1.75138 -0.34060 -0.48790 -0.118 0.069 -0.199
O -1.46237 -0.74608 0.86496 -0.075 0.028 0.072
C -0.11949 -0.62838 1.03454 0.412 -0.161 -0.157
H 2.36651 0.79756 -0.68317 -0.081 -0.090 0.060
H 2.52649 -0.04665 0.86107 -0.086 -0.043 -0.140
H 2.49040 -0.96587 -0.65021 -0.049 0.177 0.019
H -0.32841 1.59913 1.41969 -0.228 0.282 0.238
H -0.38840 1.03528 -1.53636 0.051 -0.148 0.112
H -0.18734 -0.64943 -2.01523 -0.026 0.066 0.111
H -2.28042 -1.16481 -0.97665 0.105 0.124 0.057
H -2.42276 0.52181 -0.43377 0.097 -0.111 -0.036
H -0.90215 1.74931 1.87537 0.043 0.220 -0.053
H 0.22349 -0.85003 2.04019 0.012 -0.030 -0.211

(7)
16
Properties=species:S:1:pos:R:3:forces:R:3 method="wB97M-V/def2-TZVPD" gap_ha=0.2573 relative_energy_kj_mol=459.96 multiplicity=1 smiles="CC/C=C/CO" fmax_ev_per_a=3.92 e_lumo_ev=-0.17
C 1.35599 -0.57342 -1.91715 0.521 -0.115 0.850
C 1.75724 0.59736 -0.94361 -0.167 0.070 1.257
C -0.93592 -0.06834 1.46941 0.096 -3.779 1.026
O -2.09747 -0.96852 1.59706 0.622 0.683 -0.405
C -0.63087 0.34224 0.10847 -0.573 1.061 -1.298
C 0.46262 1.11407 -0.29581 -0.627 -0.197 -0.157
H 0.30251 -0.55836 -2.17976 0.176 0.370 -0.493
H 1.47576 -1.53730 -1.39445 -0.024 0.407 0.149
H 2.03481 -0.65560 -2.75677 -0.088 0.256 -0.452
H 2.20561 1.49893 -1.37908 -0.015 -0.563 -0.404
H 2.51801 0.16751 -0.28837 0.021 0.148 0.270
H -1.14018 0.74742 2.15107 0.037 0.520 -0.260
H -0.10145 -0.65157 1.89782 0.295 0.559 0.169
H -1.75811 -1.80103 1.93221 -0.126 -0.029 -0.063
H -1.43118 0.20697 -0.68009 -0.412 1.632 1.577
H 0.12231 2.14542 -0.54945 0.263 -1.021 -1.767

(8)
16
Properties=species:S:1:pos:R:3:forces:R:3 method="wB97M-V/def2-TZVPD" gap_ha=0.4149 relative_energy_kj_mol=95.43 multiplicity=1 smiles=C[C@@H](O)C1CC1 fmax_ev_per_a=0.36 e_lumo_ev=1.11
C 2.07259 0.10404 0.51316 0.041 0.020 0.022
C 0.72737 -0.17663 -0.13678 -0.006 0.326 0.144
O 0.81587 -1.48146 -0.69636 -0.139 -0.206 0.023
C -0.40682 -0.06077 0.86131 0.127 -0.099 0.068
C -1.35771 1.09974 0.80159 -0.005 0.206 0.038
C -1.82229 -0.26649 0.38786 -0.135 -0.145 -0.087
H 2.26211 -0.67401 1.26084 0.014 0.151 -0.068
H 2.08764 1.08202 1.00415 -0.020 -0.089 -0.097
H 2.87402 0.06321 -0.23002 -0.110 0.019 0.098
H 0.54388 0.54893 -0.94782 0.022 -0.145 0.087
H -0.03093 -1.91788 -0.55503 0.022 0.020 -0.099
H -0.17118 -0.43806 1.85602 -0.054 0.017 -0.160
H -1.73314 1.50882 1.73525 0.080 -0.093 -0.150
H -1.20831 1.83915 0.01821 0.009 -0.153 0.126
H -1.97833 -0.44748 -0.67379 0.029 0.073 0.160
H -2.51166 -0.79724 1.03831 0.125 0.100 -0.106

(9)
16
Properties=species:S:1:pos:R:3:forces:R:3 method="wB97M-V/def2-TZVPD" gap_ha=0.3833 relative_energy_kj_mol=330.82 multiplicity=1 fmax_ev_per_a=3.71 e_lumo_ev=0.43
O -0.69416 -0.74616 1.72755 3.399 -0.591 -1.360
C -1.15320 0.17166 -0.56652 -0.425 0.208 -0.258
C -0.22897 -1.02525 -0.78163 -0.269 0.107 -0.028
C 0.70103 -0.76946 0.35288 -0.384 0.493 -0.431
C 1.09209 0.67572 0.32683 -0.281 0.062 0.066
C -0.19923 1.33943 -0.20528 -0.171 0.215 -0.125
H -1.71092 -0.09128 0.33085 -0.272 0.327 -0.675
H -1.84883 0.37229 -1.37325 0.129 0.164 -0.346
H -0.71714 -2.00098 -0.70776 0.008 0.187 -0.023
H 0.31901 -0.98053 -1.73563 0.017 0.025 0.172
H 1.54212 -1.49061 0.49439 -0.954 0.178 0.712
H 0.15628 -1.23902 1.70234 -0.421 -1.122 2.392
H 1.41951 1.03134 1.30841 -0.158 -0.052 -0.133
H 1.94546 0.81914 -0.35803 -0.211 -0.200 0.121
H -0.64122 1.97536 0.56352 0.005 -0.019 -0.152
H 0.01816 1.95837 -1.07866 -0.013 0.016 0.068

(10)
16
Properties=species:S:1:pos:R:3:forces:R:3 method="wB97M-V/def2-TZVPD" gap_ha=0.3915 relative_energy_kj_mol=172.89 multiplicity=1 smiles="C=CCC.C=O" fmax_ev_per_a=0.50 e_lumo_ev=0.84
C 1.35048 -1.01939 0.37594 0.004 -0.026 0.067
C 1.06613 -0.25172 -0.91688 0.081 -0.015 -0.118
C 0.03594 1.83459 0.02547 -0.038 -0.099 -0.082
C -0.00369 0.80875 -0.81973 0.001 0.185 0.132
C -2.19335 -0.56960 0.73193 -0.265 0.101 -0.024
O -3.23837 -0.01665 0.50721 0.421 -0.253 0.108
H 0.51107 -1.66567 0.65235 0.097 0.093 -0.012
H 1.54220 -0.33833 1.21114 -0.022 -0.082 -0.118
H 2.23265 -1.65590 0.25314 -0.133 0.064 0.038
H 0.80065 -0.95472 -1.71010 0.043 -0.002 0.053
H 1.98920 0.23644 -1.24237 0.010 -0.047 -0.021
H -0.74148 2.59046 0.01841 0.037 -0.078 0.075
H 0.84498 1.96290 0.74466 -0.109 -0.025 -0.158
H -0.84126 0.73649 -1.51399 0.133 0.042 0.094
H -1.77689 -1.34639 0.05643 -0.118 0.109 0.023
H -1.57826 -0.35126 1.62639 -0.142 0.035 -0.058

(11)
16
Properties=species:S:1:pos:R:3:forces:R:3 method="wB97M-V/def2-TZVPD" gap_ha=0.3547 relative_energy_kj_mol=391.52 multiplicity=1 smiles="C1=CC1.CCO" fmax_ev_per_a=0.96 e_lumo_ev=1.11
C -1.67265 -1.51952 -1.20383 -0.143 -0.236 -0.093
C -0.87984 -1.01806 -0.02455 -0.174 -0.221 -0.125
O -0.57432 0.33164 -0.30799 -0.182 -0.019 -0.528
C 0.71343 1.24874 1.18401 0.579 0.637 0.427
C 1.82525 0.30017 1.44806 0.291 -0.299 0.349
C 1.80178 1.46905 0.50747 0.081 0.529 0.682
H -2.01731 -2.54497 -1.07572 -0.056 -0.056 -0.058
H -1.04587 -1.45034 -2.09816 -0.134 -0.136 0.036
H -2.52559 -0.84907 -1.34269 0.022 -0.219 -0.040
H -1.46754 -1.02374 0.90272 0.046 -0.013 -0.192
H 0.02336 -1.61490 0.16417 -0.155 0.136 -0.113
H -0.19454 1.62382 1.61646 0.036 0.022 -0.070
H 2.29672 0.41258 2.42409 0.200 -0.205 -0.005
H 1.83444 -0.73630 1.08851 -0.111 0.309 -0.031
H 2.38825 2.26572 0.09825 0.171 -0.057 -0.283
H 0.30305 0.42234 -0.71280 -0.471 -0.173 0.045

(12)
16
Properties=species:S:1:pos:R:3:forces:R:3 method="wB97M-V/def2-TZVPD" gap_ha=0.3607 relative_energy_kj_mol=293.38 multiplicity=1 fmax_ev_per_a=3.58 e_lumo_ev=1.13
C -0.54264 -1.00882 0.44130 -0.071 0.010 0.008
C -1.35323 0.11295 -0.22806 -0.174 0.250 0.181
C -0.57208 1.40775 -0.21860 0.244 -0.020 3.567
O 0.70464 1.33908 -0.70924 -0.156 0.201 0.117
C 1.51165 0.26509 -0.18946 0.044 0.051 0.083
C 0.82753 -1.09963 -0.23381 -0.054 0.127 -0.050
H -1.07098 -1.96794 0.38391 0.060 0.156 -0.040
H -0.41433 -0.76482 1.50483 -0.020 -0.029 -0.162
H -1.61500 -0.21253 -1.24927 0.186 0.347 0.135
H -2.28660 0.30993 0.29869 -0.094 -0.192 0.039
H -0.64754 1.86968 1.20347 1.170 -2.227 -1.133
H -0.96459 2.36164 0.10315 -0.754 1.006 -2.831
H 1.76399 0.52376 0.84885 -0.039 -0.041 -0.068
H 2.43197 0.27169 -0.78396 -0.226 0.050 0.096
H 1.47138 -1.84326 0.25752 -0.117 0.222 -0.070
H 0.70890 -1.42183 -1.27703 0.002 0.091 0.128

(13)
16
Properties=species:S:1:pos:R:3:forces:R:3 method="wB97M-V/def2-TZVPD" gap_ha=0.3852 relative_energy_kj_mol=401.10 multiplicity=1 fmax_ev_per_a=4.59 e_lumo_ev=0.90
C 1.85065 -0.90274 0.37904 1.061 -0.778 -0.338
C -0.11116 0.37968 -0.44278 0.665 -0.027 1.125
C 0.50059 1.65631 0.12688 0.518 0.568 -0.554
C -1.20172 -0.13404 0.44166 -0.133 -0.123 0.310
C -2.41600 -0.49314 -0.00306 0.522 -0.484 1.346
H 1.23739 -0.98911 1.61567 2.290 0.069 -3.977
H 2.94115 0.00305 0.41368 -3.632 -2.747 0.029
H 2.27270 -1.97992 -0.17743 -0.798 2.998 2.709
H -0.52723 0.60085 -1.39975 -0.155 0.036 -0.876
H 1.01465 1.56893 1.09822 -0.037 -0.365 -0.501
H 1.17323 2.08450 -0.64322 0.002 -0.256 0.610
H -0.24937 2.42057 0.29160 -0.469 0.015 -0.074
H -0.86354 -0.16130 1.51315 -0.979 -0.185 -0.923
H -3.12459 -0.88953 0.75109 0.245 0.336 -0.774
H -2.69766 -0.53358 -1.06233 0.200 0.257 0.484
O 0.88614 -0.64512 -0.67640 0.700 0.685 1.402

(14)
16
Properties=species:S:1:pos:R:3:forces:R:3 method="wB97M-V/def2-TZVPD" gap_ha=0.3876 relative_energy_kj_mol=34.38 multiplicity=1 smiles="CCC(=O)CC" fmax_ev_per_a=0.95 e_lumo_ev=1.04
C 2.48406 0.04955 -0.08494 0.217 0.015 0.054
C 1.09993 0.49318 -0.50499 0.085 0.070 -0.003
C 0.04437 -0.21214 0.29589 0.067 0.056 0.219
O 0.20981 -0.56006 1.44821 0.084 0.186 -0.431
C -1.26565 -0.47045 -0.37981 0.037 -0.088 0.005
C -2.39541 0.03808 0.53061 -0.129 -0.060 0.075
H 3.24599 0.77212 -0.37567 0.043 -0.081 0.014
H 2.48448 -0.07516 1.00020 0.185 0.061 -0.128
H 2.72187 -0.91963 -0.53548 0.034 0.144 0.073
H 0.90967 0.37704 -1.57864 0.063 -0.007 0.212
H 0.91270 1.55060 -0.26943 0.175 0.014 -0.112
H -1.13446 -1.55709 -0.49721 -0.947 -0.030 -0.024
H -1.32185 -0.06254 -1.39574 0.117 0.098 0.304
H -2.00118 0.85142 1.15219 -0.127 -0.147 -0.105
H -3.24126 0.45217 -0.02506 0.099 -0.278 -0.040
H -2.75309 -0.72709 1.21985 -0.004 0.049 -0.112